Arrangement w

{"formula": "C44H53BrCl2FGeIN8O6SeSi3Tl", "method": "ωB97M-V/def2-TZVPD", "homo_ev": [-1.8, -1.8], "charge": -2, "multiplicity": 2, "gap_ev": [5.20, 4.88], "lumo_ha": [0.1256, 0.1146], "s2": 0.757, "elements": ["Tl", "Cl", "C", "C", "C", "N", "C", "O", "C", "C", "C", "C", "C", "N", "C", "C", "C", "Cl", "N", "C", "O", "C", "C", "C", "C", "C", "N", "H", "H", "H", "H", "H", "H", "H", "H", "H", "H", "Br", "C", "C", "C", "C", "C", "C", "I", "H", "H", "H", "H", "C", "N", "C", "C", "N", "C", "C", "Se", "H", "H", "H", "H", "H", "H", "H", "H", "C", "Si", "C", "C", "Ge", "Si", "C", "C", "C", "Si", "C", "C", "C", "H", "H", "H", "H", "H", "H", "H", "H", "H", "H", "H", "H", "H", "H", "H", "H", "H", "H", "H", "H", "H", "H", "H", "H", "H", "H", "H", "F", "C", "C", "N", "C", "C", "O", "O", "C", "O", "N", "C", "O", "H", "H", "H", "H"], "coordinates": [[0.194, 1.021, -0.419], [-2.759, 7.772, -1.960], [-1.876, 6.508, -1.146], [-1.958, 5.211, -1.624], [-1.265, 4.158, -1.015], [-1.545, 2.840, -1.278], [-2.254, 2.416, -2.318], [-2.464, 2.963, -3.409], [-2.981, 1.113, -2.032], [-4.280, 0.956, -2.514], [-4.989, -0.179, -2.167], [-4.378, -1.145, -1.378], [-3.070, -0.922, -0.977], [-2.402, 0.182, -1.281], [-0.367, 4.462, 0.058], [-0.348, 5.775, 0.548], [-1.094, 6.782, -0.036], [-1.034, 8.388, 0.647], [0.530, 3.509, 0.475], [1.230, 3.590, 1.604], [0.968, 4.217, 2.647], [2.593, 2.923, 1.530], [3.580, 3.377, 2.408], [4.877, 2.920, 2.266], [5.153, 1.994, 1.270], [4.099, 1.552, 0.486], [2.861, 2.011, 0.601], [-2.585, 4.991, -2.475], [-4.704, 1.724, -3.145], [-6.009, -0.311, -2.508], [-4.902, -2.044, -1.081], [-2.530, -1.648, -0.375], [0.280, 5.999, 1.398], [3.300, 4.089, 3.172], [5.663, 3.274, 2.923], [6.155, 1.612, 1.119], [4.249, 0.789, -0.270], [-6.526, 3.185, 0.476], [-6.094, 1.833, 1.734], [-7.134, 1.048, 2.212], [-6.881, 0.055, 3.143], [-5.584, -0.147, 3.593], [-4.549, 0.629, 3.102], [-4.781, 1.631, 2.162], [-3.157, 2.686, 1.340], [-8.136, 1.219, 1.841], [-7.694, -0.561, 3.507], [-5.381, -0.919, 4.326], [-3.528, 0.464, 3.423], [-1.455, -2.563, 4.594], [-0.519, -1.618, 5.155], [0.089, -1.689, 6.393], [0.880, -0.603, 6.511], [0.756, 0.127, 5.347], [1.401, 1.392, 5.056], [-0.108, -0.493, 4.503], [-0.586, 0.072, 2.844], [-1.920, -3.134, 5.397], [-0.953, -3.242, 3.902], [-2.213, -2.019, 4.034], [-0.082, -2.506, 7.070], [1.526, -0.293, 7.312], [1.724, 1.846, 5.992], [0.708, 2.058, 4.542], [2.265, 1.246, 4.406], [1.161, -5.394, -0.389], [0.370, -3.654, -0.517], [-0.537, -3.592, -2.181], [-0.954, -3.621, 0.867], [1.923, -1.816, -0.281], [2.853, -2.344, 1.920], [4.196, -3.706, 1.997], [1.533, -3.009, 3.131], [3.589, -0.868, 2.876], [3.577, -2.288, -1.995], [4.746, -3.769, -1.674], [4.770, -0.852, -2.368], [2.718, -2.708, -3.632], [0.414, -6.184, -0.509], [1.649, -5.535, 0.580], [1.920, -5.528, -1.163], [-1.538, -4.028, -2.132], [0.027, -4.114, -2.957], [-0.625, -2.548, -2.489], [-1.945, -3.877, 0.483], [-1.011, -2.620, 1.305], [-0.712, -4.324, 1.668], [3.778, -4.670, 1.694], [4.598, -3.810, 3.008], [5.031, -3.487, 1.327], [1.170, -3.999, 2.843], [0.676, -2.331, 3.152], [1.930, -3.078, 4.148], [4.592, -0.616, 2.525], [3.650, -1.080, 3.947], [2.960, 0.017, 2.741], [5.328, -3.640, -0.759], [5.446, -3.877, -2.508], [4.181, -4.700, -1.581], [5.440, -0.648, -1.528], [4.218, 0.063, -2.594], [5.391, -1.086, -3.237], [2.425, -3.760, -3.676], [3.353, -2.493, -4.496], [1.809, -2.108, -3.706], [-3.821, 0.258, -5.984], [-2.639, 0.859, -6.207], [-1.555, 0.512, -5.499], [-0.317, 1.041, -5.737], [0.843, 0.482, -5.048], [0.696, 0.487, -3.489], [0.866, 1.589, -2.934], [0.475, -0.628, -2.966], [-0.137, 2.027, -6.684], [0.939, 2.513, -6.980], [-1.298, 2.405, -7.334], [-2.581, 1.871, -7.233], [-3.474, 2.245, -7.969], [-1.610, -0.235, -4.716], [1.705, 1.084, -5.317], [0.985, -0.543, -5.396], [-1.181, 3.142, -8.010]]}



Arrangement x

{"formula": "C44H53BrCl2FGeIN8O6SeSi3Tl", "method": "ωB97M-V/def2-TZVPD", "homo_ev": [-1.8, -1.9], "charge": -2, "multiplicity": 2, "gap_ev": [5.28, 5.25], "lumo_ha": [0.1265, 0.1240], "s2": 0.758, "elements": ["Tl", "Cl", "C", "C", "C", "N", "C", "O", "C", "C", "C", "C", "C", "N", "C", "C", "C", "Cl", "N", "C", "O", "C", "C", "C", "C", "C", "N", "H", "H", "H", "H", "H", "H", "H", "H", "H", "H", "Br", "C", "C", "C", "C", "C", "C", "I", "H", "H", "H", "H", "C", "N", "C", "C", "N", "C", "C", "Se", "H", "H", "H", "H", "H", "H", "H", "H", "C", "Si", "C", "C", "Ge", "Si", "C", "C", "C", "Si", "C", "C", "C", "H", "H", "H", "H", "H", "H", "H", "H", "H", "H", "H", "H", "H", "H", "H", "H", "H", "H", "H", "H", "H", "H", "H", "H", "H", "H", "H", "F", "C", "C", "N", "C", "C", "O", "O", "C", "O", "N", "C", "O", "H", "H", "H", "H"], "coordinates": [[-0.325, -0.195, -0.097], [0.871, -6.259, -4.388], [0.825, -5.212, -2.988], [0.415, -3.898, -3.152], [0.366, -3.006, -2.075], [0.223, -1.634, -2.227], [-0.178, -1.076, -3.361], [-0.809, -1.558, -4.316], [0.310, 0.354, -3.509], [0.678, 0.802, -4.775], [1.220, 2.067, -4.902], [1.352, 2.864, -3.773], [0.931, 2.346, -2.558], [0.436, 1.119, -2.427], [0.643, -3.502, -0.769], [1.100, -4.817, -0.643], [1.190, -5.665, -1.734], [1.767, -7.299, -1.483], [0.320, -2.706, 0.325], [0.772, -2.959, 1.543], [1.789, -3.577, 1.916], [-0.182, -2.509, 2.646], [-0.049, -3.096, 3.904], [-1.019, -2.857, 4.863], [-2.081, -2.021, 4.551], [-2.100, -1.438, 3.295], [-1.185, -1.680, 2.362], [0.140, -3.540, -4.132], [0.531, 0.149, -5.624], [1.536, 2.431, -5.873], [1.773, 3.860, -3.829], [0.998, 2.931, -1.644], [1.377, -5.177, 0.336], [0.799, -3.744, 4.079], [-0.953, -3.324, 5.839], [-2.868, -1.812, 5.266], [-2.885, -0.742, 3.016], [4.812, -0.959, -5.044], [5.428, 0.111, -3.608], [6.422, 1.040, -3.896], [6.921, 1.856, -2.894], [6.422, 1.739, -1.604], [5.427, 0.816, -1.325], [4.911, -0.012, -2.320], [3.338, -1.287, -1.829], [6.792, 1.118, -4.909], [7.691, 2.582, -3.125], [6.806, 2.372, -0.812], [5.014, 0.731, -0.325], [4.729, 2.938, 2.645], [4.527, 1.755, 3.457], [5.090, 1.512, 4.699], [4.662, 0.299, 5.097], [3.839, -0.191, 4.100], [3.181, -1.494, 4.084], [3.739, 0.707, 3.086], [2.748, 0.493, 1.568], [5.658, 3.417, 2.951], [3.898, 3.635, 2.755], [4.784, 2.644, 1.598], [5.736, 2.222, 5.184], [4.864, -0.255, 5.996], [3.691, -2.147, 4.789], [3.223, -1.920, 3.082], [2.132, -1.399, 4.361], [-1.355, 5.881, 1.556], [-0.835, 4.326, 0.617], [-1.561, 4.449, -1.111], [1.052, 4.417, 0.460], [-1.506, 2.312, 1.722], [-0.471, 2.613, 3.880], [-1.450, 3.615, 5.152], [1.140, 3.574, 3.728], [0.005, 1.016, 4.752], [-3.894, 2.554, 1.907], [-4.485, 3.758, 3.241], [-4.784, 0.938, 2.279], [-4.608, 3.232, 0.306], [-1.029, 6.775, 1.012], [-0.914, 5.908, 2.559], [-2.443, 5.927, 1.669], [-0.923, 5.049, -1.768], [-2.558, 4.901, -1.085], [-1.673, 3.448, -1.538], [1.335, 4.845, -0.508], [1.506, 3.423, 0.539], [1.480, 5.044, 1.246], [-1.602, 4.643, 4.806], [-0.897, 3.645, 6.097], [-2.433, 3.186, 5.351], [0.969, 4.619, 3.454], [1.767, 3.120, 2.960], [1.676, 3.550, 4.684], [-0.852, 0.540, 5.234], [0.761, 1.224, 5.518], [0.418, 0.299, 4.036], [-4.176, 3.460, 4.243], [-5.580, 3.791, 3.218], [-4.106, 4.769, 3.063], [-4.551, 0.563, 3.280], [-4.516, 0.161, 1.555], [-5.866, 1.099, 2.222], [-4.531, 4.325, 0.274], [-5.665, 2.960, 0.207], [-4.054, 2.829, -0.546], [-1.921, 1.444, -6.407], [-2.789, 0.617, -5.801], [-3.074, 0.742, -4.505], [-3.976, -0.074, -3.860], [-4.334, 0.245, -2.473], [-3.083, 0.310, -1.579], [-2.610, -0.792, -1.227], [-2.660, 1.460, -1.314], [-4.607, -1.101, -4.520], [-5.451, -1.826, -4.029], [-4.221, -1.238, -5.844], [-3.374, -0.434, -6.600], [-3.202, -0.636, -7.787], [-2.603, 1.503, -3.892], [-4.998, -0.535, -2.117], [-4.845, 1.210, -2.462], [-4.650, -2.009, -6.331]]}



Least stable of them? arrangement w.



Arrangement w

{"formula": "C2H2S2", "method": "ωB97M-V/def2-TZVPD", "homo_ev": -9.3, "multiplicity": 1, "gap_ev": 6.84, "lumo_ha": -0.0915, "elements": ["S", "C", "C", "S", "H", "H"], "coordinates": [[-0.264, -0.809, 1.979], [-0.294, 0.004, 0.549], [0.489, 0.041, -0.569], [0.037, 0.805, -1.926], [-1.178, 0.721, 0.527], [1.209, -0.762, -0.560]]}



Arrangement x

{"formula": "C2H2S2", "method": "ωB97M-V/def2-TZVPD", "homo_ev": [-7.6, -8.9], "multiplicity": 1, "gap_ev": [6.26, 8.26], "lumo_ha": [-0.0477, -0.0243], "elements": ["C", "C", "S", "S", "H", "H"], "coordinates": [[-2.834, -0.323, 0.986], [-0.183, -0.240, -0.745], [-4.172, 0.085, 1.563], [-1.821, 0.117, -0.354], [0.429, 0.614, -0.735], [0.163, -0.988, -1.333]]}



Least stable of them? arrangement x.



Arrangement w

{"formula": "ClFH2Si", "method": "ωB97M-V/def2-TZVPD", "homo_ev": -11.3, "multiplicity": 1, "gap_ev": 12.03, "lumo_ha": 0.0257, "elements": ["F", "Si", "Cl", "H", "H"], "coordinates": [[0.729, -1.883, -0.003], [0.572, -0.271, 0.035], [2.494, 0.274, -0.015], [-0.522, -0.131, 0.962], [0.188, 0.290, -1.336]]}



Arrangement x

{"formula": "ClFH2Si", "method": "ωB97M-V/def2-TZVPD", "homo_ev": -11.4, "multiplicity": 1, "gap_ev": 12.20, "lumo_ha": 0.0305, "elements": ["F", "Si", "Cl", "H", "H"], "coordinates": [[-0.062, 1.561, -0.156], [-0.112, -0.098, -0.119], [1.715, -0.747, 0.041], [-0.986, -0.427, -1.090], [-0.556, -0.289, 1.325]]}



Least stable of them? arrangement x.



Arrangement w

{"formula": "C2H4S2", "method": "ωB97M-V/def2-TZVPD", "homo_ev": [-6.3, -9.9], "multiplicity": 3, "gap_ev": [6.20, 8.43], "lumo_ha": [-0.0042, -0.0557], "s2": 2.014, "elements": ["C", "C", "S", "S", "H", "H", "H", "H"], "coordinates": [[-1.573, 0.191, 0.223], [0.836, -0.562, 0.184], [-2.390, 0.137, -1.047], [1.667, 0.349, -1.051], [-1.751, 0.492, 1.218], [1.185, -0.588, 1.138], [0.537, -1.617, -0.222], [1.488, 1.598, -0.443]]}



Arrangement x

{"formula": "C2H4S2", "method": "ωB97M-V/def2-TZVPD", "homo_ev": [-6.7, -9.0], "multiplicity": 3, "gap_ev": [7.57, 6.44], "lumo_ha": [0.0327, -0.0932], "s2": 2.006, "elements": ["C", "C", "S", "S", "H", "H", "H", "H"], "coordinates": [[-2.266, -0.290, -0.196], [0.378, 0.577, -0.219], [-3.948, -0.272, -0.114], [-1.308, 1.133, 0.311], [-1.630, -1.214, -0.493], [1.160, 0.864, 0.460], [0.722, 0.776, -1.144], [0.322, -0.437, -0.188]]}



Least stable of them? arrangement w.